Entry 1:
Here is C35H33Cl5N9O3PV as an isolated structure from the OMol25 dataset. Energies are from wB97M-V/def2-TZVPD.

XYZ file:
```
87
Properties=species:S:1:pos:R:3:forces:R:3:mulliken_charge:R:1
C 0.897697 -3.840805 1.993882 0.0 0.0 0.0 -1.0647
H -1.524712 -5.411811 -5.435883 0.0 0.0 0.0 0.4315
N -0.905992 1.713973 0.377470 0.0 -0.1 0.1 0.8034
V -0.454069 -0.181956 -0.282399 -0.5 -0.2 -0.1 -0.5022
C -1.648968 4.071847 1.682718 0.0 0.0 0.0 -0.8773
H 1.520143 -0.549468 -3.923130 0.0 0.0 0.0 0.6126
C 3.616103 -0.154188 -3.777665 0.0 0.0 0.0 -0.9409
H -1.048216 3.721337 2.520868 0.0 0.0 0.0 0.2488
C -0.380236 1.934139 -2.446816 -0.1 0.0 0.0 0.3842
O 1.950268 2.341936 0.082913 0.0 0.2 -0.3 -0.5424
C -4.304165 -0.521678 -1.273177 0.1 0.0 -0.1 0.6080
C 4.749514 -1.118178 -1.888676 0.0 0.0 0.0 -0.6550
N -0.413950 2.949704 -1.546635 0.0 0.0 0.0 0.1055
H -0.478753 6.062363 0.599261 0.0 0.0 0.0 0.3686
H 1.575919 -3.978967 -0.459439 0.0 0.0 0.0 0.3602
C -0.730099 2.864487 -0.194755 0.0 0.0 0.0 0.1170
P 0.790504 -2.030755 -1.545431 -0.1 0.0 0.1 0.6776
C -5.513119 0.382181 1.046483 0.0 0.0 0.0 -0.1572
Cl -3.201966 0.679335 2.383378 0.0 -0.1 0.0 -0.1836
N 1.117871 -3.096042 -0.282699 0.0 0.1 0.0 0.3193
H 2.883930 0.842346 2.399968 0.0 0.0 -0.1 0.0340
C -4.128493 0.213120 1.002930 0.1 0.1 0.0 0.7829
Cl -6.255850 0.979262 2.468371 0.0 0.0 0.0 -0.1620
H -1.959732 5.094986 1.868227 0.0 0.0 0.0 0.4334
H 5.720490 0.038351 -3.407908 0.0 0.0 0.0 0.4401
C -5.682246 -0.363002 -1.240435 0.0 0.0 0.0 -0.0497
C -0.361251 -2.494448 3.511312 0.0 0.0 0.0 -1.0301
H 0.619143 -4.338477 4.050380 0.0 0.0 0.0 0.4695
O 1.242758 0.235078 0.183381 0.4 -0.1 -0.2 -0.2560
Cl -7.990838 0.271734 -0.006632 0.0 0.0 0.0 -0.1422
H -0.355371 3.263595 -4.023959 0.0 0.0 0.0 0.1911
C -0.482134 5.303299 -0.175850 0.0 0.0 0.0 -1.2706
H 1.860360 -3.199951 -4.057518 0.0 0.0 0.0 0.4305
C 4.783022 -0.369069 -3.054165 0.0 0.0 0.0 -0.6214
C -0.601243 -1.638202 2.467498 0.0 0.0 0.0 0.0281
C -1.247642 -3.451454 -2.698395 0.0 0.0 0.0 -0.8265
H 3.523728 -0.243278 1.167484 0.0 0.0 0.0 0.2334
H 0.540153 5.230878 -0.551131 0.0 0.0 0.0 0.4651
C 2.230064 1.826644 5.495919 0.0 0.0 0.0 -0.4631
H -1.206776 -0.758401 2.599126 -0.1 0.1 0.0 0.0218
C 3.548928 -1.646370 -1.433824 0.0 0.0 0.0 -0.7362
C 0.930808 -0.095257 6.377705 0.1 -0.1 0.0 -0.1243
Cl -3.528320 -1.018890 -2.733228 0.0 0.0 0.1 -0.1526
H -0.656580 0.485064 4.379359 0.0 0.0 0.0 0.7404
H -2.849281 -4.620327 -3.504810 0.0 0.0 0.0 0.4690
C 0.616408 -2.908680 0.991763 0.0 0.0 0.0 0.5095
C 0.408265 -3.630001 3.260655 0.0 0.0 0.0 -0.6128
C 2.418928 -0.686068 -3.331062 0.0 0.0 0.0 -0.0627
O -2.193140 -0.519524 -0.257629 0.4 -0.1 0.5 0.3596
H -0.588361 0.062390 -2.877569 0.0 0.0 0.0 0.0025
C 0.075370 -3.036275 -2.855039 0.1 0.0 0.0 0.8405
H -0.204219 1.612226 -4.457794 0.0 0.0 0.0 0.2028
C 0.827226 -3.496099 -3.939862 -0.1 0.0 0.0 -0.4895
C 1.136938 0.969869 5.437370 0.0 0.0 0.0 0.1939
H 3.527066 -2.231096 -0.522465 0.0 0.0 0.0 0.5029
N 0.358755 2.005966 3.423664 0.0 0.0 0.0 0.2247
H 3.646555 0.414182 -4.697774 0.0 0.0 0.0 0.4538
H -0.992632 1.799474 1.389219 0.0 0.0 -0.1 -0.6115
H -0.763081 -2.289868 4.493480 0.0 0.0 0.0 0.6226
C 0.221697 1.118434 4.400318 0.0 0.0 0.0 -0.3682
N 0.763100 -0.996822 7.069416 0.0 0.0 0.0 -0.4532
C 2.358435 2.781455 4.501751 0.0 0.0 0.0 -0.7441
C -1.076126 -4.746757 -4.709879 0.0 0.0 0.0 -0.5935
C 3.232115 0.784142 1.365056 0.1 -0.1 -0.1 -1.0249
H 4.076482 1.457020 1.243042 0.0 0.0 0.0 0.4290
C -6.297050 0.078451 -0.066430 0.1 0.0 0.0 0.3099
C 0.245228 -4.348659 -4.864042 0.0 0.0 0.0 -0.7570
C -1.822059 -4.303488 -3.625997 0.0 0.0 0.0 -0.8924
H -0.273404 3.875865 -1.910189 0.0 0.0 0.0 0.2747
H -1.162370 5.639721 -0.964789 0.0 0.0 0.0 0.3755
C 2.111945 1.214052 0.466349 0.0 0.0 0.5 0.6954
N -0.133052 -1.822631 1.218293 0.0 0.1 0.0 0.6072
H -2.542947 3.451225 1.603607 0.0 0.0 0.0 0.2690
H 5.660465 -1.298005 -1.333180 0.0 0.0 0.0 0.4700
H 0.825875 -4.710368 -5.701934 0.0 0.0 0.0 0.4473
H 2.952554 1.743387 6.296343 0.0 0.0 0.0 0.5218
C 1.415692 2.822265 3.485261 0.0 0.0 0.0 -0.3211
N -0.280842 2.304182 -3.733052 0.0 0.0 0.0 -0.3427
H 1.497021 -4.710517 1.760776 0.0 0.0 0.0 0.5158
C 2.378945 -1.436538 -2.153814 -0.1 0.0 0.0 0.2903
H -1.825628 -3.108906 -1.849078 0.0 0.0 0.0 0.5348
N -0.905448 4.039302 0.421569 0.0 0.1 0.0 0.2549
N -0.463380 0.682470 -2.086560 0.1 0.1 -0.1 0.8494
Cl -6.618454 -0.694247 -2.631736 0.0 0.0 0.0 -0.1591
H 1.519833 3.532281 2.670341 0.0 0.0 0.0 0.3050
H 3.184460 3.478419 4.504520 0.0 0.0 0.0 0.4522
C -3.508566 -0.276911 -0.146995 -0.2 0.0 -0.4 -1.1001
```
Positions in Å, forces in eV/Å.

The value obtained for the LUMO energy (spin up / spin down) is -0.247 / -0.222 Ha. The expectation value of S² is 0.76. The value obtained for the energy above the lowest of the compared OMol25 structures with the same formula, charge and spin is 0.097 eV. The net charge is +2. Its HOMO energy (spin up / spin down) is -0.4925 / -0.4932 Ha. As for the multiplicity: 2. Its frontier orbital gap (spin up / spin down) is 6.67 / 7.39 eV.

=====

Entry 2:
Here is C35H33GeN6O2PbSe as an isolated structure from the OMol25 dataset. Energies are from wB97M-V/def2-TZVPD.

XYZ file:
```
79
Properties=species:S:1:pos:R:3:forces:R:3:mulliken_charge:R:1
C -5.041701 -0.005676 3.126147 0.1 0.1 -0.3 0.9805
C -3.928585 -1.806731 -2.097988 0.2 1.0 0.7 0.2736
H -4.418288 1.561072 -2.253678 -0.1 0.1 0.0 0.5474
C -3.142208 3.954582 2.032299 -0.1 -0.7 0.7 -0.6204
C 1.229539 -5.069125 0.929360 0.0 0.1 0.1 -0.9506
N -1.849518 5.740359 -0.785107 -0.6 0.1 0.7 0.2513
H -4.442326 -1.132508 4.855687 0.0 0.0 0.1 0.4556
H -2.848833 -2.555588 3.621295 0.0 -0.1 0.1 0.5151
C 0.674670 2.490176 3.075884 0.0 0.2 0.2 -0.4035
C 1.233779 3.747616 3.230912 -0.1 0.0 0.0 -0.6228
H 0.874325 -6.014880 1.303957 -0.1 -0.1 0.0 0.4371
C -4.289047 -3.890385 -3.882176 -0.1 0.0 -0.1 -0.4749
N 1.116619 1.619483 2.175338 0.2 0.2 -0.1 -0.1122
C 2.738761 -3.764396 -0.379997 -0.2 0.0 0.1 -0.9231
C 2.759477 3.199313 1.478119 -0.1 0.0 0.0 -0.4381
C 0.639632 -3.891695 1.333809 0.0 -0.3 0.0 -0.1897
Ge -3.402251 -0.343009 -0.869147 0.1 -0.5 0.0 0.7360
C -3.466945 1.448915 -1.740413 -0.1 -0.7 0.4 -1.4031
C -3.401188 -1.777842 3.113606 -0.2 0.1 0.4 -1.1407
O 3.718534 1.116171 -0.162307 0.0 0.3 0.1 -0.6869
N 1.060609 -2.692205 0.920746 0.1 0.1 -0.3 -0.0626
H -2.430918 4.063098 2.854983 0.0 0.0 -0.1 0.2691
C -4.056960 -3.107247 -1.627138 0.1 0.0 0.1 0.0274
H -3.000405 7.538126 -0.864073 0.0 0.2 -0.1 0.4865
C -5.664229 1.136506 1.075169 -0.2 0.3 -0.1 -0.5508
N 1.935331 -0.200083 0.366115 -0.5 -0.2 0.1 -0.1793
H -3.981179 -0.527891 -3.823316 0.0 0.0 -0.1 0.3093
C -6.735612 1.719426 3.148664 0.2 -0.2 0.4 -0.6481
H -0.196463 -3.891525 2.018974 -0.1 -0.1 0.1 0.5072
C -4.233389 -4.147861 -2.522882 0.0 -0.1 0.1 -0.7446
C -0.979955 5.912586 -1.916622 0.7 0.1 -0.8 -0.8126
H -4.023243 -3.307342 -0.563495 0.0 -0.1 0.0 0.4153
H 3.626831 -1.183885 -0.347686 -0.2 -0.1 0.0 0.6600
Pb 0.046794 -0.545959 1.492618 0.0 -0.2 0.4 1.0953
C 2.309279 -5.003598 0.053525 -0.1 0.3 0.1 -0.2446
C -4.848545 0.188866 1.728097 0.0 0.0 0.4 0.4966
H -4.316730 -5.162788 -2.165197 0.0 -0.1 0.1 0.4139
N -1.458918 -0.647557 -0.665710 -0.9 0.8 0.7 -0.1867
H -6.131637 0.611176 4.867579 0.0 0.0 0.2 0.4660
C 2.676044 0.923375 0.437984 0.0 -0.3 -0.2 0.0318
H 0.856732 4.419477 3.986371 0.0 0.0 0.1 0.4703
H -1.120609 6.909406 -2.325265 0.0 0.0 0.1 0.3158
H 2.746750 5.087252 2.506606 0.1 0.0 0.0 0.4967
C -3.414579 6.061292 0.719295 0.0 -0.3 0.2 -0.3282
H 3.590856 3.420369 0.827574 0.1 -0.1 -0.1 0.5304
H -3.107644 2.924864 1.670987 -0.1 0.1 0.0 0.1744
N -2.821387 4.857156 0.959178 0.1 0.8 -0.7 0.3132
H -1.209616 5.175034 -2.688615 0.0 0.1 0.1 0.3333
C -3.203311 -1.579159 1.741858 -0.2 0.3 -0.6 -0.5612
C -1.855544 4.667781 0.031745 0.4 -0.6 0.0 -0.4675
C -6.580928 1.886126 1.766172 0.2 -0.1 -0.4 -0.9554
C 2.293858 4.111557 2.411232 -0.1 -0.1 -0.1 -0.4206
H -4.283676 -2.388020 -5.407479 0.0 0.0 -0.1 0.4085
H 2.809546 -5.902627 -0.268810 0.0 -0.1 -0.1 0.4556
C -4.039892 -1.544959 -3.457602 0.1 0.1 0.0 -0.5256
H -4.211675 6.442732 1.322051 -0.2 0.1 0.2 0.5101
H -4.141937 4.172967 2.401903 0.0 0.0 -0.1 0.3182
H 2.267785 -1.172453 -1.463471 0.2 -0.1 0.1 0.2315
H -5.585444 1.236291 0.000814 0.0 0.1 -0.1 0.4514
H 3.576249 -3.667563 -1.051709 0.1 0.0 -0.1 0.4719
C -4.213848 -2.589704 -4.349563 0.0 0.1 -0.1 -0.7010
C 2.532165 -1.269828 -0.400452 0.2 0.2 -0.4 -0.9642
C -0.788649 -1.235829 -1.476359 -0.1 -0.1 -0.3 0.7976
H -2.525369 -2.231678 1.204519 0.1 0.0 0.0 0.8258
C -3.873020 -0.587758 1.054936 0.3 -0.2 -0.8 0.4685
C -4.290135 -0.990047 3.796717 0.3 -0.3 -0.1 -1.1734
H -3.358875 2.244420 -1.010853 -0.1 0.1 0.2 0.1558
H 0.062020 5.792029 -1.614315 -0.2 0.0 0.0 0.3568
C -2.811793 6.606434 -0.371622 0.2 0.0 -0.2 -0.4023
C 2.088521 -2.618334 0.070998 0.2 -0.3 0.0 0.6974
C -5.993504 0.779260 3.810939 -0.1 0.2 -0.1 -0.8545
H -7.453371 2.319314 3.682986 -0.1 0.0 0.1 0.4549
H -4.405491 -4.706339 -4.578431 0.0 -0.1 -0.1 0.4117
Se -0.708259 3.225482 -0.105682 -0.2 0.1 0.0 0.3015
C 2.141673 1.956746 1.391828 0.3 0.5 0.2 0.3328
O -0.112688 -1.800658 -2.215057 0.7 -0.6 -0.7 -0.4897
H -2.666760 1.535476 -2.469630 0.1 -0.1 -0.1 0.5490
H -0.143681 2.157924 3.703132 -0.1 0.0 0.0 0.5552
H -7.215407 2.589822 1.248468 0.0 0.1 -0.1 0.4758
```
Positions in Å, forces in eV/Å.

The value obtained for the LUMO energy (spin up / spin down) is -0.188 / -0.315 Ha. The expectation value of S² is 0.77. The net charge is +2. Its HOMO energy (spin up / spin down) is -0.4765 / -0.4765 Ha. As for the multiplicity: 2. Its frontier orbital gap (spin up / spin down) is 7.85 / 4.39 eV.

=====

Entry 3:
Here is C35H33N4NiO3PSe2 as an isolated structure from the OMol25 dataset. Energies are from wB97M-V/def2-TZVPD.

XYZ file:
```
79
Properties=species:S:1:pos:R:3:forces:R:3:mulliken_charge:R:1
H -0.770307 -4.546573 0.022063 0.0 0.0 0.0 0.7525
H 2.376364 -2.358917 -2.674179 0.0 0.0 0.0 0.4586
C 2.511997 5.350399 1.557848 0.0 0.0 0.0 -0.7779
H 2.460996 1.848080 -1.915603 0.0 0.0 0.0 0.5548
H -0.645061 5.980294 0.537848 0.0 0.0 0.0 0.4741
C 4.557616 1.401778 -1.907182 0.0 0.0 0.0 -0.7197
N -1.438218 -0.150882 -1.763701 0.0 0.0 0.0 1.4431
H 2.174652 -0.616081 -2.934059 0.0 0.0 0.0 0.3149
C -0.961537 3.465844 0.051846 0.0 0.0 0.0 -0.3990
Se 1.347280 -1.273570 -0.694343 0.0 0.0 0.0 0.1448
H -4.786834 -2.121115 2.499291 0.0 0.0 0.0 0.5063
N -1.695895 -0.416354 0.909838 0.0 0.0 0.0 0.9512
H -0.346452 -5.520552 -3.762003 0.0 0.0 0.0 0.3791
C -0.682265 -3.553507 -0.423463 0.0 0.0 0.0 -0.2439
H -2.546071 1.805570 -1.606787 0.0 0.0 0.0 0.3142
C 1.133359 -0.186894 4.978074 0.0 0.0 0.0 -0.7338
C -2.570747 -0.735829 -1.295759 0.0 0.0 0.0 -0.1957
C 0.726057 1.111518 4.708747 0.0 0.0 0.0 -0.8439
H 6.340236 0.446816 0.810564 0.0 0.0 0.0 0.4764
H 1.474014 -3.701472 -0.581200 0.0 0.0 0.0 0.6127
C -3.586758 -1.174736 -2.158938 0.0 0.0 0.0 1.3963
O -2.523722 2.149010 -0.703370 0.0 0.0 0.0 -0.5863
H -0.367547 0.489524 -3.392688 0.0 0.0 0.0 0.6542
C -3.385842 -1.009508 -3.544288 0.0 0.0 0.0 -0.8567
H 6.621905 0.907998 -1.597931 0.0 0.0 0.0 0.4502
C -2.703511 -0.872977 0.137366 0.0 0.0 0.0 -1.3845
H -4.139044 -1.337592 -4.243113 0.0 0.0 0.0 0.6214
C 1.704647 -0.958870 3.973092 0.0 0.0 0.0 -1.2564
C 4.240713 0.869854 0.808453 0.0 0.0 0.0 -0.3391
C -1.794641 -0.569828 2.216614 0.0 0.0 0.0 0.4561
C 0.250289 5.419068 0.774177 0.0 0.0 0.0 -0.9900
C -3.920297 -1.643893 2.059193 0.0 0.0 0.0 -1.0295
O -6.482677 -3.220240 -1.980434 0.0 0.0 0.0 -0.5643
C -2.892770 -1.181730 2.837658 0.0 0.0 0.0 -1.0491
C -0.102246 -5.250616 -2.737599 0.0 0.0 0.0 -1.0627
C -4.858171 -1.965926 -0.223607 0.0 0.0 0.0 -0.9877
C 1.859117 -0.437236 2.698563 0.0 0.0 0.0 -0.2241
C -1.279500 0.003129 -3.069162 0.0 0.0 0.0 -1.1818
H 0.896301 -3.033286 0.935485 0.0 0.0 0.0 0.4286
C 0.716573 -3.050135 -0.141872 0.0 0.0 0.0 -0.8651
H 1.349527 7.147257 1.396687 0.0 0.0 0.0 0.4407
C 0.264847 4.036128 0.582273 0.0 0.0 0.0 1.0220
H 3.432176 3.420673 1.615915 0.0 0.0 0.0 0.5088
H -0.347896 -6.081170 -2.081166 0.0 0.0 0.0 0.3258
H -0.971116 -0.194099 2.812730 0.0 0.0 0.0 -0.2616
C 5.646751 1.004331 -1.139960 0.0 0.0 0.0 -0.6011
C -4.736636 -1.796541 -1.551169 0.0 0.0 0.0 0.0323
H 2.332995 -1.036549 1.930585 0.0 0.0 0.0 0.8873
C -2.231512 -0.421009 -3.993624 0.0 0.0 0.0 -1.1160
H 0.296579 1.720557 5.492802 0.0 0.0 0.0 0.4730
C 2.532656 3.973861 1.377050 0.0 0.0 0.0 -0.6005
P 1.496193 1.506315 0.727318 0.1 0.0 0.0 1.7611
H 4.687094 1.624724 -2.958020 0.0 0.0 0.0 0.4846
C 3.146575 1.249984 0.038932 0.0 0.0 0.0 0.7063
Ni -0.143307 0.599322 -0.444917 -0.1 0.0 -0.1 -1.2086
Se -1.207162 -3.715803 -2.290621 0.0 0.0 0.0 0.1830
H 0.767336 -1.732996 -3.124959 0.0 0.0 0.0 0.3372
H 4.129576 0.677497 1.868003 0.0 0.0 0.0 0.5092
C 1.369447 6.075433 1.256605 0.0 0.0 0.0 -0.8014
N -5.866906 -2.263926 -2.382869 0.0 0.0 0.0 0.9983
H -2.914393 -1.278405 3.913806 0.0 0.0 0.0 0.5306
C 1.445126 0.868579 2.419735 0.0 0.0 0.0 0.5762
C 1.414082 3.304917 0.894558 0.0 0.0 0.0 -0.1543
H 0.565222 2.658205 3.240560 0.0 0.0 0.0 0.3911
H 2.045676 -1.962946 4.188342 0.0 0.0 0.0 0.4793
C -3.837882 -1.495416 0.662548 0.0 0.0 0.0 1.8687
C 0.880248 1.640690 3.434046 0.0 0.0 0.0 -0.6815
H -5.736386 -2.458774 0.172168 0.0 0.0 0.0 0.5847
H -1.429382 -2.929583 0.058007 0.0 0.0 0.0 -0.5043
H 0.956090 -5.009840 -2.677048 0.0 0.0 0.0 0.2975
C 1.685040 -1.523616 -2.587408 0.0 0.0 0.0 -1.0756
N -1.162517 2.283425 -0.388723 0.0 0.0 0.0 0.7339
H -2.054225 -0.277030 -5.049640 0.0 0.0 0.0 0.5058
O -6.106977 -1.628897 -3.389767 0.0 0.0 0.0 -0.5788
H -1.821117 4.128947 0.007721 0.0 0.0 0.0 0.4927
C 3.309344 1.521040 -1.320657 0.0 0.0 0.0 -0.7648
H 1.022918 -0.593153 5.974610 0.0 0.0 0.0 0.4545
C 5.488925 0.743553 0.212949 0.0 0.0 0.0 -0.8093
H 3.390989 5.853748 1.937165 0.0 0.0 0.0 0.4747
```
Positions in Å, forces in eV/Å.

The value obtained for the LUMO energy (spin up / spin down) is -0.217 / -0.217 Ha. The net charge is +2. Its HOMO energy (spin up / spin down) is -0.4910 / -0.4910 Ha. Its frontier orbital gap (spin up / spin down) is 7.45 / 7.45 eV.